1.
{"formula": "C9H18ClP", "method": "wB97M-V/def2-TZVPD", "lumo_ha": 0.0271, "gap_ev": 9.79, "fmax_ev_per_a": 4.66, "e_above_lowest_ev": 0.053, "smiles": "CC(C)(C)C(=PCl)C(C)(C)C", "total_energy_ha": -1155.18076, "elements": ["C", "C", "C", "C", "C", "C", "C", "C", "C", "P", "Cl", "H", "H", "H", "H", "H", "H", "H", "H", "H", "H", "H", "H", "H", "H", "H", "H", "H", "H"], "positions_angstrom": [[0.575, -0.326, 0.405], [0.773, 0.006, -2.045], [-0.025, 2.083, -0.695], [2.244, 1.306, -0.793], [-0.883, -2.184, 1.076], [-1.740, -0.595, -0.537], [-1.243, 0.121, 1.871], [0.870, 0.755, -0.749], [-0.887, -0.748, 0.653], [1.886, -0.650, 1.277], [1.636, -1.849, 2.882], [0.760, 0.672, -2.853], [-0.042, -0.682, -2.127], [1.727, -0.594, -2.166], [-0.277, 2.433, -1.709], [-0.970, 1.613, -0.245], [0.438, 2.633, 0.142], [2.209, 2.014, -1.598], [2.426, 1.890, 0.081], [2.947, 0.503, -1.044], [-1.888, -2.657, 1.012], [-0.645, -2.281, 2.114], [-0.174, -2.855, 0.540], [-2.730, -0.488, -0.068], [-1.487, -1.417, -1.156], [-1.658, 0.450, -0.896], [-2.174, -0.167, 2.394], [-0.426, -0.180, 2.541], [-1.241, 1.193, 1.694]], "forces_ev_per_a": [[-1.7110, 1.5833, -1.3470], [1.1670, -1.9396, -0.0084], [-1.5441, -3.8358, 2.1440], [0.6955, -0.2801, -0.1140], [-0.8714, -2.0674, 0.1322], [-1.5614, 2.4737, 1.2467], [-0.1161, -0.8892, 0.9054], [-0.9241, -0.3073, 0.3624], [2.1073, 0.6624, 0.7701], [2.9418, 0.7396, -0.1651], [-0.3155, -0.6838, 0.7903], [-0.1734, 1.0764, -1.3694], [-0.3105, -0.1522, -0.2003], [-1.1040, 0.4113, 0.0969], [0.6091, 0.5134, 0.7057], [1.1142, 1.9963, -0.6693], [-0.4197, 0.7844, -1.0861], [0.3842, 0.3875, -0.6992], [0.8464, 0.0923, 0.7844], [0.4181, 0.5636, 0.5105], [0.3804, 0.4357, -0.2881], [0.2243, -0.0717, 0.5509], [-0.4482, 0.6376, 0.0421], [-0.3799, -1.2106, -0.7971], [-0.8213, -0.3686, -1.1822], [0.1265, -1.4356, -0.9482], [0.1108, 0.0583, -0.5542], [-0.5123, 0.8166, 0.3971], [0.0873, 0.0097, -0.0102]]}



2.
{"formula": "C9H18F3GaNO2", "method": "wB97M-V/def2-TZVPD", "lumo_ha": 0.1007, "gap_ev": 7.14, "fmax_ev_per_a": 0.85, "e_above_lowest_ev": 0.153, "total_energy_ha": -2783.31476, "total_charge": -1, "elements": ["C", "C", "Ga", "C", "C", "O", "C", "C", "F", "F", "F", "H", "H", "H", "H", "H", "H", "H", "H", "H", "H", "H", "C", "C", "O", "N", "C", "H", "H", "H", "H", "H", "H", "H"], "positions_angstrom": [[-1.413, -2.074, -1.500], [-0.584, -1.387, -2.300], [0.945, -0.226, -1.628], [0.236, 1.688, -1.483], [0.308, 2.444, -2.804], [-0.709, 3.454, -3.008], [-0.593, 4.554, -2.161], [-1.745, 4.675, -1.162], [-1.492, 4.108, 0.026], [-2.884, 4.152, -1.612], [-1.981, 5.987, -0.897], [-1.158, -2.298, -0.465], [-2.390, -2.421, -1.850], [-0.810, -1.455, -3.372], [1.434, -0.712, -0.180], [2.230, -0.274, -2.626], [-0.814, 1.687, -1.163], [0.822, 2.236, -0.732], [1.298, 2.908, -2.925], [0.184, 1.748, -3.640], [-0.628, 5.472, -2.761], [0.340, 4.526, -1.587], [1.328, -1.845, 2.946], [0.826, -3.075, 2.223], [0.779, -3.121, 1.016], [0.418, -4.139, 2.991], [0.405, -4.246, 4.432], [1.598, -1.113, 2.188], [0.552, -1.426, 3.589], [2.205, -2.079, 3.553], [0.093, -4.922, 2.448], [1.033, -5.076, 4.766], [-0.611, -4.419, 4.799], [0.779, -3.332, 4.881]], "forces_ev_per_a": [[0.0410, 0.2427, -0.3154], [0.2303, -0.3718, 0.1929], [0.2624, -0.3814, 0.0861], [0.0242, 0.6727, -0.3088], [0.2246, -0.7970, 0.2000], [0.0018, 0.2215, 0.0706], [-0.0331, -0.0688, -0.2647], [0.2309, -0.0362, 0.0875], [0.0513, -0.1249, 0.1011], [-0.1754, 0.0190, -0.1403], [-0.0249, 0.1116, -0.0252], [-0.1850, 0.4043, 0.0503], [0.2486, -0.4472, -0.0346], [-0.3585, 0.4819, 0.1282], [-0.0499, 0.1255, 0.0854], [-0.0884, 0.1313, -0.1176], [0.1317, -0.2240, 0.0508], [-0.1849, -0.0884, 0.0900], [-0.0646, 0.0187, -0.0494], [-0.1991, 0.2786, -0.0547], [0.0405, -0.0566, 0.0821], [-0.0797, 0.1156, 0.0289], [0.0224, 0.0208, -0.0175], [0.0372, 0.2098, 0.0103], [-0.0745, -0.4394, 0.0484], [0.0410, 0.0407, 0.0345], [-0.0682, -0.1436, -0.1898], [-0.0342, -0.0339, -0.0566], [0.0385, -0.0025, 0.0474], [-0.0333, 0.0202, 0.0539], [-0.0100, 0.0103, -0.0111], [0.0166, 0.0381, 0.0709], [0.0163, 0.0391, 0.0709], [0.0045, 0.0134, -0.0040]]}



3.
{"formula": "C9H18HoOP", "method": "wB97M-V/def2-TZVPD", "lumo_ha": [-0.0139, -0.0096], "gap_ev": [5.32, 5.21], "fmax_ev_per_a": 2.72, "spin_multiplicity": 5, "total_energy_ha": -1718.09474, "elements": ["C", "C", "C", "C", "C", "Ho", "P", "H", "H", "H", "H", "H", "H", "H", "H", "C", "C", "O", "C", "C", "H", "H", "H", "H", "H", "H", "H", "H", "H", "H"], "positions_angstrom": [[-0.878, -0.031, -3.148], [-1.578, 1.196, -3.323], [-0.672, 2.254, -2.982], [0.638, 1.706, -2.847], [0.511, 0.283, -2.845], [0.222, -1.646, 0.019], [-0.344, -4.312, -0.831], [-1.271, -1.035, -3.218], [-2.625, 1.297, -3.588], [-0.918, 3.307, -2.942], [1.305, -0.444, -2.702], [1.566, 2.252, -2.691], [0.705, -5.198, -1.288], [-1.400, -5.072, -1.450], [-0.479, -4.949, 0.452], [-0.683, 2.200, 1.757], [0.590, 1.541, 1.279], [0.430, 0.125, 1.087], [0.291, -0.741, 2.264], [1.188, -0.272, 3.396], [-1.481, 2.170, 1.007], [-0.499, 3.263, 1.967], [-1.053, 1.772, 2.696], [0.921, 1.908, 0.312], [1.399, 1.648, 1.987], [-0.776, -0.779, 2.505], [0.668, -1.860, 2.111], [0.784, 0.614, 3.880], [1.238, -1.088, 4.114], [2.200, -0.110, 3.023]], "forces_ev_per_a": [[0.9695, 0.7835, 0.3422], [0.9539, -0.2194, 1.3446], [0.4129, -0.9275, -1.1001], [-0.8979, -0.5153, 1.0653], [-1.2198, 0.1798, 0.0227], [-0.4379, -0.4802, -2.6433], [-0.0543, -1.9831, 0.0623], [-0.1349, -0.0876, -0.3477], [0.1341, 0.0189, 0.1618], [0.0428, -0.0072, -0.2444], [0.1612, 0.0121, -0.3742], [-0.2329, -0.0322, 0.0365], [-0.3625, 0.5947, 0.2229], [0.2674, 0.5223, 0.1236], [0.0288, 0.2399, -0.6921], [-0.2708, 0.3698, 0.0893], [-0.1239, 0.3757, 0.0496], [0.1569, -0.0672, 1.0925], [0.6562, 0.7336, 1.0086], [-0.3741, -0.4979, -0.0078], [0.2101, -0.1879, 0.0706], [0.1288, -0.2494, -0.1194], [0.0672, -0.0645, -0.1719], [-0.1218, -0.0006, -0.1879], [0.1954, 0.2958, 0.1404], [0.0377, -0.1380, 0.1705], [-0.2760, 1.1237, -0.4390], [0.1731, 0.0486, 0.0524], [0.0001, 0.0721, 0.2148], [-0.0895, 0.0877, 0.0570]]}



4.
{"formula": "C9H18LiO13P", "method": "wB97M-V/def2-TZVPD", "lumo_ha": 0.1461, "gap_ev": 2.46, "fmax_ev_per_a": 8.94, "e_above_lowest_ev": 0.000, "total_energy_ha": -1680.71066, "total_charge": -2, "elements": ["Li", "P", "O", "O", "O", "O", "C", "O", "C", "O", "O", "C", "H", "H", "H", "H", "H", "H", "C", "O", "C", "O", "O", "C", "H", "H", "H", "H", "H", "H", "C", "O", "C", "O", "O", "C", "H", "H", "H", "H", "H", "H"], "positions_angstrom": [[-1.239, -1.197, -0.383], [-3.354, -0.077, -1.089], [-2.006, 0.455, -0.889], [-2.987, -1.480, -0.499], [-3.696, -0.204, -2.537], [-4.364, 0.562, -0.281], [-0.274, -0.803, -3.398], [0.810, -1.669, -3.358], [0.974, -2.371, -2.298], [0.169, -2.530, -1.491], [2.091, -3.142, -2.255], [2.000, -4.256, -1.405], [-0.609, -0.351, -4.379], [-0.212, -0.019, -2.741], [-1.345, -1.156, -3.167], [3.002, -4.836, -1.463], [1.046, -4.847, -1.512], [1.935, -4.078, -0.282], [-0.043, -3.830, 3.338], [-0.657, -2.611, 3.641], [-0.708, -1.627, 2.816], [-0.458, -1.807, 1.623], [-1.209, -0.488, 3.379], [-1.434, 0.597, 2.539], [0.880, -3.894, 2.986], [-0.742, -4.513, 2.640], [0.099, -4.608, 4.356], [-0.556, 1.072, 2.162], [-1.730, 1.393, 3.337], [-2.230, 0.284, 1.817], [0.801, 2.195, -0.947], [0.726, 3.125, 0.067], [1.517, 4.332, -0.066], [2.410, 4.427, -0.928], [1.266, 5.214, 0.809], [1.774, 6.450, 0.878], [0.208, 1.236, -0.879], [1.943, 1.935, -0.992], [0.538, 2.682, -1.910], [2.825, 6.480, 0.593], [1.798, 6.859, 1.824], [1.043, 7.097, 0.345]], "forces_ev_per_a": [[-0.9196, 0.1351, -0.0442], [-1.0181, -4.5022, -1.0972], [7.6473, 4.6155, 0.3859], [-0.6750, -3.3346, 0.8813], [-0.4629, -0.0284, -2.9191], [-3.8460, 2.8238, 2.9927], [-5.1685, 0.4081, -1.7594], [2.3559, 0.1720, -2.3890], [1.3615, -1.5482, -1.5431], [-3.8863, -0.0164, 4.6819], [1.0831, 0.4690, -1.1133], [0.5205, -1.6136, 2.3862], [1.7980, -0.7630, 0.3373], [0.6084, 1.8996, 1.7687], [1.5052, -0.6440, 0.4578], [-1.8889, 0.7197, -0.6014], [1.1971, 0.3309, -0.7066], [0.1393, 0.8324, -1.2607], [-5.3171, -4.9237, 2.1687], [0.5107, -1.3314, 3.6307], [-0.9561, 1.7848, -4.3579], [0.2624, 1.0524, 1.6347], [2.0712, -3.8184, 1.0495], [-2.3287, 2.1895, 0.8750], [3.9775, 1.0108, -1.9816], [1.4768, 1.8174, 1.3559], [-0.9050, 2.7968, -2.3179], [0.8101, -0.4427, -0.9747], [-0.3690, -1.1687, -1.6349], [0.6819, 1.0707, 0.0254], [3.0467, -1.5233, -2.6906], [0.3107, 4.5968, 2.4916], [1.9076, -4.6388, -4.3327], [-1.9813, 0.0758, 1.7266], [-2.9163, -2.3138, 3.0887], [0.7273, 2.3005, -2.4954], [-0.1439, 1.5458, 0.8669], [-1.8602, 0.0298, -0.4223], [0.0951, -0.4593, 0.4355], [-0.1407, 0.2170, -0.9310], [-0.4363, 0.0809, 2.6540], [1.1255, 0.0955, -0.3221]]}